#A
Computed, not measured: 2 unconnected molecules or ions with the total composition C6H8N2O2, with ωB97M-V/def2-TZVPD.

Geometry (Å):
O -2.365 -1.480 -1.135
C -1.777 -0.639 -0.533
C -1.754 -0.496 0.924
C -1.103 0.537 1.489
N -0.572 1.529 0.767
C -0.540 1.528 -0.624
O -0.024 2.492 -1.152
N -1.065 0.396 -1.168
H -1.833 -1.401 1.558
H -0.952 0.661 2.571
H 0.025 2.242 1.060
H -1.134 0.529 -2.188
C 2.494 -0.393 -0.237
C 1.795 -1.538 -0.216
H 2.209 0.328 -1.026
H 3.448 -0.124 0.421
H 0.973 -1.790 -0.966
H 2.174 -2.381 0.454

Results
* frontier orbital gap: 10.08 eV
* HOMO energy: -9.411 eV
* 2S+1: 1

Mulliken atomic charge list, values in e, 2 entries: atom 1 (O): -0.571, atom 2 (C): 0.493

***

#B
Computed, not measured: 2 unconnected molecules or ions with the total composition C6H8N2O2, with ωB97M-V/def2-TZVPD.

Geometry (Å):
O -0.831 -1.894 0.383
C 0.009 -1.069 0.077
N 1.037 -1.268 -0.772
C 1.768 -0.080 -1.156
C 1.183 0.997 -0.262
C 1.361 0.769 1.201
C 0.079 0.347 0.533
H 1.185 -2.150 -1.234
H 1.603 0.150 -2.216
H 2.843 -0.213 -0.994
H 1.094 1.996 -0.659
H 2.053 0.006 1.525
H 1.308 1.621 1.863
H -0.846 0.835 0.794
N -3.111 -0.250 0.803
C -3.789 0.287 -0.015
O -4.506 0.921 -0.667
H -2.440 -1.004 0.797

Results
* frontier orbital gap: 10.76 eV
* HOMO energy: -10.068 eV
* 2S+1: 1

Mulliken atomic charge list, values in e, 2 entries: atom 1 (O): -0.751, atom 2 (C): 0.323

***

Name the least stable of them. #A.

***

#A
Computed, not measured: 2 unconnected molecules or ions with the total composition C7H10O3, with ωB97M-V/def2-TZVPD.

Geometry (Å):
C 2.067 -1.472 -1.011
C 1.024 -0.531 -0.489
C 1.098 0.989 -0.567
C 0.167 1.078 0.686
C -1.245 1.251 0.185
O -1.809 2.253 -0.174
O -1.501 -0.107 -0.529
C -0.396 -0.954 -0.238
C 0.396 -0.428 0.909
H 1.869 -2.502 -0.684
H 2.085 -1.458 -2.110
H 3.063 -1.183 -0.646
H 2.103 1.346 -0.315
H 0.763 1.464 -1.501
H 0.438 1.795 1.464
H -0.641 -2.014 -0.302
H 0.595 -0.952 1.843
O -3.184 0.560 1.531
H -3.953 1.045 1.212
H -2.938 -0.180 0.737

Results
* frontier orbital gap: 10.67 eV
* HOMO energy: -9.891 eV
* 2S+1: 1

Mulliken atomic charge list, values in e, 2 entries: atom 1 (C): -1.464, atom 2 (C): 0.767

***

#B
Computed, not measured: C7H10O3 in the gas phase, with ωB97M-V/def2-TZVPD.

Geometry (Å):
C 1.712 1.820 -0.770
C 0.384 1.772 -0.609
C -0.326 0.467 0.333
C 0.037 0.463 1.755
C -1.839 0.423 0.157
O -2.753 1.110 0.488
O -1.794 -0.818 -0.302
C -0.358 -0.858 -0.518
C 0.114 -2.206 -0.016
O -0.052 -0.694 -1.841
H 2.155 2.544 -1.380
H 2.408 1.204 -0.230
H -0.248 2.434 -1.036
H -0.359 1.379 2.065
H 1.106 0.277 1.903
H -0.488 -0.346 2.380
H -0.037 -2.387 1.089
H 1.156 -2.440 -0.347
H -0.405 -2.838 -0.653
H -0.414 -1.306 -2.468

Results
* frontier orbital gap: 10.73 eV
* HOMO energy: -10.068 eV
* 2S+1: 1

Mulliken atomic charge list, values in e, 2 entries: atom 1 (C): -0.803, atom 2 (C): -0.375

***

Name the least stable of them. #A.

***

#A
Computed, not measured: 3 unconnected molecules or ions with the total composition CH8O2S2, with ωB97M-V/def2-TZVPD.

Geometry (Å):
C 1.106 0.746 -1.544
S 1.440 -0.285 -0.124
S 1.692 1.144 1.365
H 0.267 0.326 -2.105
H 0.925 1.783 -1.283
H 1.943 0.745 -2.256
H 0.493 0.763 1.981
H -1.636 0.268 0.995
H -1.419 -0.452 2.245
O -1.508 0.474 1.949
H -1.264 -2.333 -0.980
H -0.579 -1.432 -0.013
O -1.461 -1.747 -0.231

Results
* frontier orbital gap (spin up / spin down): 10.36 / 6.66 eV
* HOMO energy (spin up / spin down): -15.768 / -15.711 eV
* 2S+1: 2
* <S²>: 0.7544
* total charge: +1

Mulliken atomic charge list, values in e, 2 entries: atom 1 (C): -0.668, atom 2 (S): 0.189

***

#B
Computed, not measured: 4 unconnected molecules or ions with the total composition CH8O2S2, with ωB97M-V/def2-TZVPD.

Geometry (Å):
C -0.245 1.134 0.139
S 1.196 2.059 -0.202
S -2.190 -0.962 1.479
H -1.180 1.745 0.037
H -0.216 0.788 1.197
H -0.459 0.313 -0.562
H -3.168 -1.664 2.123
H -0.314 -3.335 -0.504
H -0.745 -2.097 0.291
O -0.053 -2.410 -0.314
H 2.676 0.177 -2.848
H 2.096 0.607 -1.509
O 2.254 -0.170 -2.058

Results
* frontier orbital gap (spin up / spin down): 4.69 / 3.97 eV
* HOMO energy (spin up / spin down): -14.233 / -13.741 eV
* 2S+1: 2
* <S²>: 1.7543
* total charge: +1

Mulliken atomic charge list, values in e, 2 entries: atom 1 (C): -0.739, atom 2 (S): 0.391

***

Name the least stable of them. #B.

***

#A
Computed, not measured: a molecular structure, C3H4Cl2, with ωB97M-V/def2-TZVPD.

Geometry (Å):
C -0.835 0.697 -0.460
C 0.416 0.157 0.181
C 0.764 -1.278 0.386
H -1.481 -0.104 -0.398
H 1.245 1.043 0.759
H 0.324 -2.617 -0.019
H 1.603 -1.117 1.415
Cl -1.209 2.184 0.385
Cl -0.827 1.034 -2.248

Results
* frontier orbital gap: 9.98 eV
* HOMO energy: -9.820 eV
* 2S+1: 1

Mulliken atomic charge list, values in e, 2 entries: atom 1 (C): 0.134, atom 2 (C): -0.250

***

#B
Computed, not measured: 2 unconnected molecules or ions with the total composition C3H4Cl2, with ωB97M-V/def2-TZVPD.

Geometry (Å):
C -0.566 -0.175 -0.768
C -0.557 0.073 0.745
C 0.559 0.449 -0.097
Cl 2.323 -1.610 -0.112
Cl 1.623 1.744 0.050
H -0.406 -1.093 -1.174
H -1.346 0.568 -1.301
H -1.143 0.806 1.206
H -0.485 -0.762 1.451

Results
* frontier orbital gap (spin up / spin down): 7.56 / 7.56 eV
* HOMO energy (spin up / spin down): -9.550 / -9.551 eV
* 2S+1: 1

Mulliken atomic charge list, values in e, 2 entries: atom 1 (C): -0.287, atom 2 (C): -0.397

***

Name the least stable of them. #A.

***

#A
Computed, not measured: a gas-phase ion, H2P4S3 (charge -2), with ωB97M-V/def2-TZVPD.

Geometry (Å):
S 4.010 -0.180 0.291
P 2.229 -0.620 -0.452
P 0.777 0.657 0.473
P -1.039 0.140 -0.862
S -2.385 1.612 -0.203
P -2.522 -0.336 0.714
S -4.032 -1.316 -0.197
H 1.870 -1.761 0.354
H 1.091 1.806 -0.119

Results
* frontier orbital gap: 5.50 eV
* HOMO energy: -0.168 eV
* 2S+1: 1
* total charge: -2

Mulliken atomic charge list, values in e, 2 entries: atom 1 (S): -0.703, atom 2 (P): -0.181

***

#B
Computed, not measured: a gas-phase ion, H2P4S3 (charge -2), with ωB97M-V/def2-TZVPD.

Geometry (Å):
S -2.610 0.393 -1.019
P -0.828 -0.277 -1.357
P -0.571 -2.171 -0.277
S 1.215 -2.871 -0.722
P 0.557 1.096 -0.308
P 2.267 -0.096 0.361
S 4.048 0.458 -0.309
H -0.556 -1.377 1.094
H 0.878 1.482 -1.664

Results
* frontier orbital gap: 5.05 eV
* HOMO energy: 0.333 eV
* 2S+1: 1
* total charge: -2

Mulliken atomic charge list, values in e, 2 entries: atom 1 (S): -0.693, atom 2 (P): 0.001

***

#C
Computed, not measured: a gas-phase ion, H2P4S3 (charge -2), with ωB97M-V/def2-TZVPD.

Geometry (Å):
S -0.067 2.982 -0.331
P -0.973 1.263 -0.084
P -1.051 1.009 2.134
S -2.262 -0.473 2.455
P 0.390 -0.342 -0.873
P -0.599 -2.211 -0.247
S -0.375 -3.327 -1.767
H 0.122 0.496 2.237
H -0.147 -0.299 -2.157

Results
* frontier orbital gap: 4.58 eV
* HOMO energy: 0.539 eV
* 2S+1: 1
* total charge: -2

Mulliken atomic charge list, values in e, 2 entries: atom 1 (S): -0.708, atom 2 (P): -0.047

***

Name the least stable of them. #C.

***

#A
Computed, not measured: 2 unconnected molecules or ions with the total composition C2H9NOS, with ωB97M-V/def2-TZVPD.

Geometry (Å):
N 1.875 -0.406 1.184
C 0.733 -1.247 0.917
C -0.352 -0.509 0.123
S 0.183 -0.349 -1.608
H 2.692 -0.516 0.619
H 2.016 -0.011 2.089
H 0.236 -1.417 1.872
H 1.088 -2.131 0.424
H -1.284 -1.077 0.152
H -0.449 0.477 0.536
H -0.516 0.745 -1.929
O -2.016 2.274 0.720
H -2.320 2.368 1.625
H -2.522 2.864 0.157

Results
* frontier orbital gap: 9.21 eV
* HOMO energy: -8.575 eV
* 2S+1: 1

Mulliken atomic charge list, values in e, 2 entries: atom 1 (N): -0.381, atom 2 (C): -0.637

***

#B
Computed, not measured: 2 unconnected molecules or ions with the total composition C2H9NOS, with ωB97M-V/def2-TZVPD.

Geometry (Å):
N 3.806 -2.899 0.870
C 3.050 -1.712 0.412
O 1.719 -1.792 0.865
H 4.060 -3.500 0.109
H 4.600 -2.632 1.423
H 3.445 -0.743 0.706
H 3.150 -1.835 -0.659
H 1.666 -2.562 1.454
C -4.107 2.696 -1.294
S -4.327 2.846 0.546
H -5.103 2.856 -1.693
H -3.434 3.472 -1.658
H -3.610 1.765 -1.532
H -4.915 4.040 0.453

Results
* frontier orbital gap: 9.95 eV
* HOMO energy: -8.969 eV
* 2S+1: 1

Mulliken atomic charge list, values in e, 2 entries: atom 1 (N): -0.569, atom 2 (C): -0.096

***

Name the least stable of them. #B.